Entry 1:
{
  "formula": "C27H31CrN10O7PSi",
  "method": "wB97M-V/def2-TZVPD",
  "species": ["Cr", "C", "N", "C", "C", "N", "C", "P", "C", "N", "C", "C", "N", "C", "C", "N", "C", "C", "N", "C", "H", "H", "H", "H", "H", "H", "H", "H", "H", "H", "H", "H", "H", "H", "H", "O", "N", "O", "C", "C", "C", "C", "O", "C", "C", "N", "O", "O", "N", "O", "O", "H", "H", "C", "Si", "C", "C", "N", "C", "C", "C", "C", "C", "C", "H", "H", "H", "H", "H", "H", "H", "H", "H", "H", "H", "H", "H", "H"],
  "positions_angstrom": [[0.080, 0.315, -0.198], [-0.574, -4.890, 1.427], [-0.835, -3.627, 0.728], [-1.895, -3.385, -0.113], [-1.746, -2.112, -0.572], [-0.603, -1.592, -0.030], [-0.073, -2.517, 0.759], [1.312, -2.224, 1.905], [2.407, -1.278, 0.802], [2.019, -0.293, 0.007], [3.120, 0.159, -0.668], [4.196, -0.569, -0.260], [3.734, -1.471, 0.666], [4.547, -2.491, 1.337], [0.534, -0.774, 2.690], [0.016, 0.236, 2.010], [-0.505, 1.102, 2.937], [-0.294, 0.602, 4.185], [0.367, -0.586, 4.018], [0.776, -1.489, 5.098], [-1.276, -5.633, 1.063], [0.436, -5.230, 1.221], [-0.713, -4.771, 2.500], [-2.657, -4.123, -0.300], [-2.366, -1.538, -1.240], [3.058, 0.953, -1.393], [5.233, -0.529, -0.549], [5.569, -2.396, 0.984], [4.531, -2.343, 2.413], [4.182, -3.485, 1.095], [-1.006, 2.018, 2.670], [-0.556, 0.982, 5.158], [0.521, -1.023, 6.043], [0.254, -2.440, 5.023], [1.849, -1.657, 5.067], [-3.247, 6.979, 0.326], [-3.991, 6.025, 0.251], [-5.201, 6.073, 0.241], [-3.373, 4.683, 0.219], [-4.190, 3.562, 0.079], [-3.624, 2.324, 0.025], [-2.213, 2.113, 0.018], [-1.727, 0.966, -0.222], [-1.455, 3.297, 0.265], [-2.027, 4.567, 0.344], [-0.024, 3.256, 0.451], [0.637, 2.218, 0.181], [0.544, 4.228, 0.869], [-4.552, 1.169, -0.046], [-4.143, 0.092, 0.330], [-5.678, 1.394, -0.432], [-5.264, 3.669, 0.029], [-1.413, 5.444, 0.487], [-0.783, -2.344, -3.803], [0.594, -1.289, -3.092], [1.516, -2.613, -2.115], [1.784, -0.782, -4.430], [0.122, 0.156, -2.193], [-0.390, 1.232, -2.990], [-1.135, 1.035, -4.162], [-1.670, 2.091, -4.889], [-1.482, 3.406, -4.494], [-0.695, 3.633, -3.378], [-0.154, 2.572, -2.659], [-0.300, -3.161, -4.354], [-1.488, -1.868, -4.482], [-1.357, -2.805, -2.999], [2.066, -3.176, -2.877], [0.825, -3.314, -1.630], [2.250, -2.272, -1.385], [1.920, -1.579, -5.169], [2.760, -0.592, -3.970], [1.476, 0.121, -4.959], [-1.324, 0.039, -4.526], [-2.244, 1.872, -5.781], [-1.910, 4.226, -5.055], [-0.467, 4.649, -3.071], [0.559, 2.793, -1.881]],
  "atomic_forces_ev_per_a": [[-0.5, 0.0, -0.6], [-0.1, 0.2, -0.1], [-0.1, -0.3, 0.0], [0.1, -0.1, 0.2], [0.2, 0.1, 0.1], [-0.2, -0.1, 0.0], [0.0, 0.1, -0.1], [0.0, -0.1, 0.1], [0.0, 0.1, 0.0], [0.1, 0.2, 0.0], [-0.2, 0.0, 0.1], [0.0, -0.1, 0.1], [0.3, -0.2, 0.0], [-0.1, 0.2, -0.1], [0.0, 0.1, 0.0], [-0.1, 0.1, 0.1], [0.0, 0.0, -0.2], [0.1, -0.1, 0.0], [0.0, -0.1, 0.2], [0.0, 0.2, -0.1], [0.0, 0.0, 0.0], [0.0, 0.0, 0.0], [0.0, 0.0, 0.0], [0.1, 0.0, 0.0], [0.0, 0.0, 0.1], [0.0, 0.0, 0.0], [0.0, 0.0, 0.0], [0.0, 0.0, 0.0], [0.0, 0.0, 0.0], [0.0, 0.0, 0.0], [0.0, 0.0, 0.0], [0.0, 0.0, 0.0], [0.0, 0.0, 0.0], [0.0, 0.0, 0.0], [0.0, 0.0, 0.0], [0.1, 0.0, -0.1], [0.0, -0.2, 0.3], [0.0, 0.0, -0.1], [-0.4, 0.2, -0.1], [-0.2, 0.1, 0.1], [-0.2, -0.2, -0.1], [0.2, -0.1, -0.2], [-0.1, 0.0, 0.2], [0.4, 0.1, 0.1], [0.3, 0.0, 0.0], [-0.2, -0.1, -0.1], [0.0, 0.3, 0.2], [0.0, 0.0, -0.1], [0.1, 0.3, 0.0], [0.0, -0.1, 0.0], [0.1, 0.0, -0.1], [0.0, 0.0, 0.0], [0.0, 0.0, 0.0], [-0.1, -0.2, -0.1], [0.0, 0.2, 0.1], [0.0, -0.1, 0.2], [0.1, 0.0, -0.2], [0.0, 0.3, 0.1], [0.0, -0.2, 0.2], [-0.2, -0.1, 0.0], [0.0, -0.1, 0.0], [0.0, 0.0, 0.1], [0.1, 0.0, 0.1], [0.3, 0.1, 0.0], [0.0, 0.1, 0.0], [0.0, 0.0, 0.0], [0.0, 0.0, -0.1], [-0.1, 0.0, 0.1], [0.1, 0.1, -0.1], [0.0, 0.0, -0.1], [0.0, 0.1, 0.1], [0.0, 0.0, -0.1], [0.0, 0.0, 0.0], [0.0, 0.0, 0.1], [0.0, 0.0, 0.0], [0.0, 0.0, 0.0], [0.0, 0.0, 0.0], [0.0, 0.0, 0.0]],
  "lowdin_spin": [2.840, 0.000, 0.005, -0.001, 0.005, -0.011, 0.009, 0.003, 0.010, -0.005, 0.005, -0.001, 0.005, 0.000, 0.004, -0.005, 0.002, 0.000, 0.002, 0.000, 0.000, 0.000, 0.000, 0.000, 0.000, 0.000, 0.000, 0.000, 0.000, 0.000, 0.000, 0.000, 0.000, 0.000, 0.000, 0.001, 0.000, 0.001, 0.004, 0.000, 0.002, 0.005, 0.022, 0.005, 0.000, 0.004, 0.008, 0.018, 0.000, 0.001, 0.001, 0.000, 0.000, 0.003, 0.008, 0.000, 0.001, 0.028, 0.005, 0.004, 0.000, 0.005, 0.000, 0.005, 0.000, 0.000, 0.000, 0.000, 0.000, 0.000, 0.000, 0.000, 0.000, 0.000, 0.000, 0.000, 0.000, 0.000],
  "spin_multiplicity": 4,
  "total_energy_ev": -103314.4184,
  "gap_ev": [5.921, 5.942],
  "s2": 3.778,
  "lumo_energy_ha": [-0.1404, -0.1450],
  "e_homo_ev": [-9.7, -9.9],
  "charge": 1
}


Entry 2:
{
  "formula": "C27H31FFeN4O6P2S",
  "method": "wB97M-V/def2-TZVPD",
  "species": ["Fe", "O", "S", "O", "N", "C", "C", "C", "C", "C", "C", "C", "C", "N", "C", "C", "C", "C", "C", "C", "C", "H", "H", "H", "H", "H", "H", "H", "H", "H", "H", "H", "C", "P", "C", "C", "C", "P", "C", "C", "H", "H", "H", "H", "H", "H", "H", "H", "H", "H", "H", "H", "H", "H", "H", "H", "F", "C", "C", "N", "C", "C", "O", "O", "C", "O", "N", "C", "O", "H", "H", "H", "H"],
  "positions_angstrom": [[0.365, -0.276, -0.363], [-0.452, 2.971, 2.618], [0.464, 2.782, 1.522], [0.972, 3.933, 0.841], [-0.315, 1.782, 0.415], [-1.248, 2.341, -0.355], [-1.749, 3.643, -0.151], [-2.685, 4.207, -1.003], [-3.171, 3.513, -2.089], [-2.716, 2.203, -2.347], [-3.165, 1.465, -3.459], [-2.675, 0.203, -3.686], [-1.753, -0.316, -2.774], [-1.335, 0.340, -1.709], [-1.772, 1.591, -1.478], [1.888, 1.926, 2.213], [2.554, 2.719, 3.134], [3.650, 2.219, 3.818], [4.084, 0.927, 3.566], [3.431, 0.146, 2.625], [2.328, 0.647, 1.948], [-1.392, 4.199, 0.700], [-3.039, 5.206, -0.803], [-3.907, 3.947, -2.750], [-3.881, 1.921, -4.125], [-2.984, -0.378, -4.540], [-1.337, -1.304, -2.920], [2.208, 3.728, 3.290], [4.174, 2.841, 4.526], [4.935, 0.528, 4.098], [3.786, -0.851, 2.413], [1.831, 0.035, 1.200], [-0.151, -4.026, -1.669], [0.313, -2.776, -0.406], [2.030, -3.270, -0.003], [-0.612, -3.448, 1.060], [-0.454, -2.567, 2.293], [-0.814, -0.773, 1.944], [-0.547, -0.066, 3.617], [-2.652, -0.783, 1.879], [0.103, -5.029, -1.330], [0.384, -3.820, -2.594], [-1.221, -3.972, -1.863], [2.100, -4.339, 0.197], [2.371, -2.704, 0.863], [2.673, -3.002, -0.839], [-0.254, -4.463, 1.266], [-1.666, -3.518, 0.780], [0.576, -2.615, 2.656], [-1.110, -2.911, 3.098], [-1.220, -0.537, 4.334], [-0.743, 1.006, 3.588], [0.484, -0.221, 3.931], [-3.055, -1.359, 2.713], [-3.000, -1.209, 0.940], [-3.009, 0.242, 1.953], [3.890, 5.274, 0.688], [4.326, 4.032, 0.479], [3.907, 3.340, -0.600], [4.365, 2.085, -0.866], [3.868, 1.341, -2.001], [2.536, 0.677, -1.591], [1.481, 1.323, -1.723], [2.557, -0.457, -1.063], [5.248, 1.434, -0.010], [5.630, 0.308, -0.204], [5.655, 2.185, 1.065], [5.251, 3.462, 1.451], [5.643, 3.956, 2.477], [3.185, 3.768, -1.280], [4.606, 0.575, -2.251], [3.694, 2.018, -2.838], [6.317, 1.729, 1.686]],
  "atomic_forces_ev_per_a": [[0.2, 0.9, -0.9], [-0.1, 0.1, -0.2], [0.4, 0.0, 0.7], [0.0, 0.0, -0.2], [0.6, -0.2, -0.5], [0.3, 0.0, 0.4], [-0.3, 0.3, -0.1], [-0.1, 0.1, 0.1], [0.1, 0.1, 0.2], [0.4, -0.6, 0.2], [0.2, -0.1, 0.1], [0.0, 0.2, 0.1], [-0.1, -0.1, 0.0], [0.5, -0.1, 0.6], [-0.6, 0.0, -0.7], [-0.4, 0.0, -0.4], [0.0, 0.2, 0.1], [-0.1, 0.0, 0.0], [-0.1, -0.1, 0.0], [0.0, 0.0, 0.0], [-0.2, -0.2, -0.4], [-0.1, 0.2, 0.0], [0.0, 0.1, 0.0], [0.0, 0.1, 0.0], [-0.1, 0.0, -0.1], [0.0, 0.0, 0.0], [0.0, -0.1, 0.0], [0.1, 0.2, 0.2], [0.0, 0.1, 0.0], [0.1, 0.0, 0.0], [0.0, -0.1, -0.1], [0.3, 0.0, 0.3], [0.0, 0.4, 0.0], [0.2, -1.0, 0.4], [-0.2, 0.2, -0.2], [0.1, 0.2, -0.3], [0.0, 0.4, 0.0], [-0.3, -1.1, 0.8], [0.1, 0.2, -0.3], [0.3, 0.1, -0.2], [0.0, 0.0, 0.1], [0.0, 0.0, -0.1], [0.0, 0.0, 0.0], [-0.1, 0.0, 0.0], [0.1, 0.0, 0.0], [0.1, 0.0, 0.0], [-0.1, 0.1, -0.1], [0.0, 0.0, 0.0], [0.0, 0.0, 0.1], [0.1, 0.0, 0.0], [0.0, -0.1, -0.1], [0.0, -0.1, 0.1], [0.0, 0.0, 0.0], [0.0, 0.0, 0.0], [-0.1, 0.0, 0.0], [-0.1, 0.1, 0.0], [0.0, 0.1, 0.2], [-0.2, -0.2, -0.5], [0.2, 0.9, 0.8], [0.4, -0.4, 0.2], [-0.5, -0.7, -0.2], [0.8, 0.4, -0.4], [-0.9, 0.2, 0.2], [-0.7, -0.8, 0.7], [-0.2, 0.3, -0.3], [0.2, -0.5, 0.0], [0.2, 0.0, 0.2], [-0.1, -0.2, -0.5], [0.1, 0.3, 0.2], [0.0, 0.0, -0.1], [-0.2, 0.2, 0.0], [0.1, 0.0, 0.1], [-0.1, 0.0, -0.1]],
  "lowdin_spin": [3.692, 0.026, 0.011, 0.028, 0.378, 0.056, 0.182, -0.003, 0.214, 0.012, 0.031, -0.010, 0.031, 0.028, 0.064, -0.001, 0.000, 0.000, 0.001, 0.001, 0.013, 0.006, -0.004, 0.010, 0.001, -0.001, 0.002, 0.000, 0.000, 0.000, 0.000, 0.006, 0.009, 0.028, 0.002, 0.003, 0.006, 0.054, 0.011, 0.005, 0.002, 0.000, 0.000, 0.001, 0.000, 0.000, 0.001, 0.000, 0.000, 0.001, 0.002, 0.000, 0.000, 0.001, 0.000, 0.000, 0.000, 0.000, 0.000, 0.000, 0.002, 0.010, 0.044, 0.043, 0.000, 0.000, 0.000, 0.000, 0.000, 0.000, 0.000, 0.000, 0.000],
  "spin_multiplicity": 6,
  "total_energy_ev": -113261.5582,
  "gap_ev": [7.165, 5.172],
  "s2": 8.807,
  "lumo_energy_ha": [-0.1303, -0.2038],
  "e_homo_ev": [-10.7, -10.7],
  "charge": 1,
  "de_lowest_kj_mol": 41.6
}